Molecular formula: C5H13NO
Method: DFT, wB97M-V/def2-TZVPD

Results
- Energy relative to the best compared isomer or geometry (same formula, charge and spin): 151.7 kJ/mol
- Highest occupied orbital energy: -7.936 eV
- Kohn-Sham gap: 8.731 eV
- E_LUMO: 0.8 eV
- SMILES: CC(C)=C(C)N.O
- Calculated total energy: -328.261071 a.u.
- Largest force on an atom: 3.001 eV Å⁻¹

Last column: natural (NBO) charge in e.
Cartesian coordinates (Å):
1 C 0.577 -0.846 -0.617  -0.6620
2 C -0.235 0.351 -0.170  -0.0991
3 C -0.468 1.522 -1.134  -0.6345
4 C -0.410 0.509 1.154  0.1933
5 C -0.920 1.779 1.829  -0.6545
6 N -0.091 -0.451 2.135  -0.8265
7 H -0.146 -1.683 -0.730  0.2158
8 H 1.405 -1.193 -0.005  0.2176
9 H 0.771 -0.824 -1.692  0.2097
10 H 0.442 1.516 -1.744  0.2137
11 H -0.378 2.518 -0.687  0.2099
12 H -1.450 1.487 -1.585  0.2173
13 H -0.524 1.957 2.822  0.2248
14 H -0.817 2.640 1.190  0.2193
15 H -2.021 1.731 1.942  0.2125
16 H 0.214 -1.342 1.784  0.3697
17 H -0.854 -0.585 2.785  0.3699
18 O 1.651 -3.415 -2.493  -0.9280
19 H 2.329 -2.852 -2.130  0.4664
20 H 0.927 -2.819 -2.656  0.4649